Molecular formula: CH4Na7O5
Method: DFT, ωB97M-V with the def2-TZVPD basis set

Properties
Charge: +5
Lowest unoccupied orbital energy (eV): -19.09

Last column: Mulliken charge in e.
Cartesian coordinates (Å):
Na1 -2.104 -0.752 3.429  0.91
Na2 -1.631 -2.776 0.311  1.00
Na3 -0.329 2.233 3.163  1.00
Na4 -1.602 0.124 -2.193  0.95
Na5 1.451 -0.722 3.554  1.02
Na6 -4.012 -0.269 0.732  1.02
Na7 2.079 1.534 0.737  0.94
O1 -1.664 -0.219 0.363  -0.83
O2 1.786 -1.504 -1.489  -0.53
O3 0.068 0.042 1.561  -0.78
O4 0.229 0.451 -0.539  -1.18
O5 1.125 2.059 -2.572  -0.61
C1 -0.464 0.046 0.476  0.61
H1 0.855 1.405 -1.928  0.42
H2 1.112 -0.875 -1.231  0.38
H3 1.467 -2.345 -1.160  0.30
H4 1.636 1.567 -3.215  0.38